[1]
{"formula": "C24H30BBrN3O8P", "method": "the ωB97M-V functional and the def2-TZVPD basis", "elements": ["C", "C", "C", "C", "C", "C", "C", "C", "C", "C", "C", "C", "C", "N", "C", "C", "O", "C", "C", "B", "O", "N", "C", "C", "C", "O", "N", "O", "C", "P", "O", "O", "O", "C", "Br", "C", "C", "O", "H", "H", "H", "H", "H", "H", "H", "H", "H", "H", "H", "H", "H", "H", "H", "H", "H", "H", "H", "H", "H", "H", "H", "H", "H", "H", "H", "H", "H", "H"], "positions_angstrom": [[1.646, -4.537, -2.696], [1.673, -3.374, -3.787], [2.633, -2.230, -3.210], [2.057, -0.782, -3.585], [3.035, 0.055, -4.514], [1.534, 0.007, -2.347], [0.175, 0.563, -2.457], [-0.445, 1.279, -1.368], [0.338, 1.443, -0.129], [1.695, 0.920, 0.036], [2.405, 1.192, 1.405], [2.293, 0.195, -1.084], [3.741, -0.366, -0.895], [4.661, 0.027, -1.994], [6.052, -0.332, -1.681], [-0.413, 2.203, 1.012], [0.119, 3.043, 1.689], [-1.925, 1.802, 1.151], [-2.593, 1.579, 2.426], [-1.759, 1.696, 3.822], [-1.495, 2.953, 4.346], [-1.300, 0.422, 4.424], [0.187, 0.421, 4.567], [-1.601, -0.747, 3.560], [-4.008, 1.239, 2.432], [-4.595, 1.052, 3.702], [-5.152, 2.247, 4.187], [-5.862, 1.952, 5.067], [-4.815, 1.075, 1.210], [-6.572, 0.587, 1.467], [-7.287, 1.468, 2.423], [-7.482, 0.438, 0.098], [-6.539, -0.936, 2.190], [-4.117, 1.299, -0.049], [-5.059, 1.143, -1.736], [-2.706, 1.642, -0.091], [-1.899, 1.850, -1.419], [-2.327, 2.425, -2.382], [1.322, -5.519, -3.137], [0.992, -4.281, -1.819], [2.686, -4.630, -2.272], [2.072, -3.826, -4.727], [0.616, -3.014, -3.870], [3.655, -2.382, -3.634], [2.595, -2.369, -2.097], [1.154, -1.000, -4.223], [2.397, 0.517, -5.320], [3.520, 0.904, -3.980], [3.790, -0.595, -5.035], [-0.373, 0.416, -3.412], [3.049, 0.312, 1.677], [1.696, 1.340, 2.248], [3.038, 2.108, 1.243], [3.757, -1.481, -0.746], [4.204, 0.055, 0.049], [4.541, 1.038, -2.097], [6.641, -0.190, -2.632], [6.162, -1.412, -1.410], [6.526, 0.312, -0.883], [-1.183, 2.912, 5.265], [0.531, -0.374, 5.290], [0.583, 1.404, 4.940], [0.644, 0.143, 3.574], [-1.176, -1.653, 4.086], [-1.091, -0.721, 2.557], [-2.701, -0.957, 3.476], [-7.279, -0.411, -0.343], [-6.660, -1.559, 1.443]], "forces_ev_per_angstrom": [[0.40, 0.18, -0.23], [0.44, -0.71, 1.72], [-1.46, 0.02, -0.51], [0.43, -0.43, -0.09], [-0.86, 0.40, -0.45], [-0.90, 0.91, 1.33], [1.06, 0.27, 1.26], [1.86, -0.79, 0.86], [-0.54, -0.55, -0.93], [-1.61, 0.24, -0.94], [0.37, -0.57, -0.97], [-1.01, 0.28, -0.27], [0.37, 0.54, 0.67], [-0.61, -0.65, 0.76], [0.73, 0.46, -0.78], [-0.10, -1.00, -1.16], [-0.44, -0.37, 0.16], [-2.24, -0.58, -0.47], [-0.68, 0.67, -1.36], [-0.23, -0.16, 0.29], [-0.37, -1.29, 0.02], [0.80, 0.91, -1.96], [0.48, -0.31, 0.70], [-0.11, -1.57, 0.90], [1.03, 0.38, -1.43], [1.15, -1.06, -2.30], [-1.59, 0.01, 1.55], [0.62, 1.04, -0.47], [2.28, 0.30, 0.04], [-2.37, -0.01, 2.36], [1.24, -0.30, -1.25], [1.74, -0.96, 1.19], [0.24, 1.29, -2.63], [0.95, 0.23, 1.16], [0.52, -0.03, 0.87], [0.11, -0.08, 1.18], [0.73, -0.54, 0.85], [0.05, -0.31, 0.21], [0.29, 0.91, 0.54], [0.44, -0.17, -0.91], [-0.94, -0.24, -0.49], [-0.56, 0.70, 0.53], [0.98, -0.17, -0.39], [-0.73, 0.23, 0.69], [0.38, 0.20, -1.11], [0.80, 0.36, 0.72], [0.67, -0.35, 0.65], [-0.25, -0.94, -0.49], [-0.64, 0.63, 0.73], [0.39, 0.15, 0.82], [-0.49, 0.97, -0.26], [0.52, 0.15, -0.90], [-0.52, -0.89, 0.55], [-0.09, 1.03, -0.39], [-0.86, -0.43, -0.66], [0.41, -0.41, -0.05], [-0.39, -0.11, 1.02], [-0.36, 0.88, -0.11], [-0.44, -0.69, -0.51], [0.01, 0.01, -0.43], [-0.49, 0.75, -0.61], [-0.39, -0.90, -0.51], [-0.20, 0.49, 0.91], [-0.42, 0.81, -0.52], [-0.62, 0.18, 0.71], [1.06, 0.48, -0.09], [-0.20, 0.67, -0.20], [0.18, -0.18, 0.87]], "mulliken_charge": [-1.2094, -0.3593, -0.7130, 0.1746, -1.4249, 0.2351, -0.8470, -0.1151, 0.7942, 0.0681, -1.4096, 1.0903, -1.1907, -0.0949, -0.9837, -0.5756, -0.4868, 0.4315, 0.2669, 1.2002, -0.5476, -0.1398, -0.9449, -0.6869, -0.7745, -0.3311, 0.2781, -0.3308, 0.6853, 1.0143, -0.6922, -0.4510, -0.5298, -0.0037, -0.1999, 0.5241, -0.4264, -0.4822, 0.3713, 0.2937, 0.2852, 0.3213, 0.2894, 0.3277, 0.0722, 0.5930, 0.3638, 0.2865, 0.3532, 0.4063, 0.4614, -0.0276, 0.3074, 0.3482, 0.5286, 0.2805, 0.3345, 0.2774, 0.2939, 0.3109, 0.3435, 0.2740, 0.2005, 0.3302, 0.2296, 0.1197, 0.3145, 0.2977], "e_lumo_ev": -1.16, "homo_ev": -9.22, "charge": 0, "smiles": "CCC[C@H](C)c1cc2c(c(C)c1CNC)C(=O)c1c(B(O)N(C)C)c(ON=O)c(P(=O)(O)O)c(Br)c1C2=O", "e_tot_ev": -126230.6349}

[2]
{"formula": "C2H2FNO2", "method": "the ωB97M-V functional and the def2-TZVPD basis", "elements": ["C", "C", "N", "O", "O", "F", "H", "H"], "positions_angstrom": [[0.037, 0.201, 0.011], [0.246, 1.438, -0.165], [1.084, 2.200, -1.059], [1.738, 1.439, -1.687], [1.072, 3.387, -1.071], [-0.978, 2.561, 0.488], [-0.775, -0.166, 0.436], [0.902, -0.376, -0.233]], "forces_ev_per_angstrom": [[3.43, -0.11, -1.04], [-4.77, 5.98, 1.72], [-0.86, 0.25, 1.91], [2.06, -1.19, -2.03], [-0.04, 0.80, -0.15], [3.48, -3.33, -1.98], [-3.37, -1.54, 2.15], [0.07, -0.85, -0.57]], "mulliken_charge": [-0.5459, 0.3624, 0.9661, -0.5424, -0.4846, -0.4004, 0.3691, 0.2757], "e_lumo_ev": -1.22, "homo_ev": -12.00, "charge": 0, "e_tot_ev": -10402.5644}

[3]
{"formula": "C2H31O14", "method": "the ωB97M-V functional and the def2-TZVPD basis", "elements": ["C", "C", "O", "H", "H", "H", "H", "H", "O", "H", "H", "O", "H", "H", "O", "H", "H", "O", "H", "H", "O", "H", "H", "O", "H", "H", "O", "H", "H", "O", "H", "H", "O", "H", "H", "O", "H", "H", "O", "H", "H", "O", "H", "H", "O", "H", "H"], "positions_angstrom": [[17.066, -2.591, 32.019], [16.015, -2.479, 33.180], [14.951, -1.729, 32.647], [17.669, -1.712, 31.873], [16.627, -2.914, 31.127], [17.813, -3.343, 32.286], [16.461, -1.947, 33.990], [15.532, -3.373, 33.513], [20.106, -2.195, 31.351], [19.762, -2.633, 32.089], [19.537, -2.409, 30.602], [15.342, -3.716, 28.912], [15.904, -3.078, 28.427], [15.212, -4.406, 28.275], [19.230, -5.106, 30.558], [18.473, -5.268, 31.124], [19.544, -5.995, 30.422], [16.973, -5.715, 31.807], [16.343, -6.161, 32.372], [16.768, -4.777, 31.825], [14.238, -4.287, 31.626], [14.591, -3.535, 32.108], [14.653, -4.303, 30.774], [17.544, 0.215, 29.977], [17.281, 0.588, 30.829], [17.010, -0.549, 29.733], [13.512, 0.434, 33.769], [13.958, 1.140, 34.205], [14.147, -0.315, 33.741], [13.359, -5.472, 33.781], [13.842, -6.322, 33.777], [13.709, -4.978, 33.032], [19.695, 0.516, 32.370], [19.707, -0.359, 31.966], [20.046, 1.138, 31.776], [12.734, -2.684, 33.737], [13.365, -2.165, 33.292], [13.320, -3.246, 34.209], [12.942, 0.506, 31.016], [13.213, 0.660, 31.946], [13.680, -0.085, 30.688], [16.565, 0.767, 32.416], [17.493, 0.563, 32.634], [16.187, -0.048, 32.731], [15.099, -1.149, 30.129], [15.139, -1.486, 31.066], [14.935, -1.954, 29.689]], "forces_ev_per_angstrom": [[0.81, -1.21, 2.95], [-0.43, 1.85, -2.56], [0.45, 0.52, 0.21], [-0.41, 0.66, -0.15], [-0.75, -0.23, -1.50], [0.23, -0.23, 0.13], [0.63, 0.10, 1.11], [0.83, -1.42, 0.72], [1.06, 1.52, -1.71], [-0.84, -1.28, 1.51], [0.04, -0.17, 0.20], [0.72, 0.85, -0.26], [-0.28, -0.37, 0.51], [-0.27, -0.72, -0.43], [0.43, 0.45, -0.25], [-0.33, -0.15, 0.21], [0.38, -0.37, -0.25], [0.19, -0.41, -0.10], [-0.24, 0.15, 0.13], [-0.55, 0.07, 0.21], [-0.22, -0.79, 0.20], [-0.32, 1.15, -0.37], [0.31, 0.15, -0.75], [1.59, 0.09, -1.10], [-0.86, -0.50, -0.22], [-0.63, 0.53, 0.70], [-0.23, -0.83, -0.04], [0.59, 0.80, 0.43], [-0.29, 0.13, -0.38], [0.32, -1.28, 1.03], [-0.43, 0.74, -0.02], [-0.20, -0.14, -0.63], [-0.95, -0.89, 1.94], [0.32, -0.11, -0.55], [0.57, 0.93, -1.40], [-2.16, -0.67, 0.81], [1.39, 1.69, -1.54], [0.29, -1.15, 1.02], [1.21, -0.60, -0.05], [-0.38, -0.15, -0.43], [-1.10, 0.88, 0.22], [1.32, 0.40, 0.66], [0.19, 0.77, 0.00], [-1.51, -0.89, -0.15], [0.61, 0.77, 0.27], [-0.28, 0.66, 0.77], [-0.83, -1.29, -1.10]], "mulliken_charge": [-0.2733, -0.6954, -0.5165, -0.3462, 0.3332, 0.3078, 0.3220, 0.6282, -0.6690, 0.3497, 0.3043, -0.5996, 0.2700, 0.2195, -0.6127, 0.4288, 0.2910, -0.7555, 0.2544, 0.4531, -0.7430, 0.1123, 0.2727, -0.6742, 0.4317, 0.3199, -0.7131, 0.2815, 0.2557, -0.6649, 0.2716, 0.4634, -0.6363, 0.4040, 0.2933, -0.7232, 0.3597, 0.2607, -0.7655, 0.4381, 0.3830, -0.8267, 0.3173, 0.3804, -0.8415, 0.2282, 0.4212], "e_lumo_ev": 2.16, "homo_ev": -6.01, "charge": -1, "e_tot_ev": -31243.9484}

[4]
{"formula": "C10H14NO2S", "method": "the ωB97M-V functional and the def2-TZVPD basis", "elements": ["C", "C", "C", "C", "C", "C", "C", "C", "C", "C", "N", "O", "O", "S", "H", "H", "H", "H", "H", "H", "H", "H", "H", "H", "H", "H", "H", "H"], "positions_angstrom": [[2.907, 1.812, -0.145], [2.549, 1.426, 1.126], [2.264, 1.225, -1.236], [1.850, 0.196, 1.276], [-2.107, -0.635, 0.304], [1.771, -0.186, -1.173], [1.530, -0.693, 0.223], [-2.892, 1.530, -0.625], [0.742, -1.934, 0.432], [-0.365, -2.317, -0.604], [-2.930, 0.353, 0.503], [-3.582, 0.656, 1.659], [-1.870, 1.416, -1.318], [-1.230, -0.792, -1.079], [3.422, 2.776, -0.202], [2.860, 2.190, 1.813], [2.213, 1.584, -2.276], [1.678, 0.116, 2.352], [0.806, -0.300, -1.747], [2.510, -0.800, -1.568], [-2.230, -1.284, 1.161], [-4.191, -0.075, 1.848], [-2.867, 2.435, -0.034], [-3.897, 1.509, -1.259], [0.308, -1.906, 1.363], [1.515, -2.645, 0.689], [0.176, -2.660, -1.404], [-0.936, -2.996, -0.078]], "forces_ev_per_angstrom": [[-0.88, 1.43, -2.62], [-0.16, -1.71, -1.99], [1.38, -1.10, -0.20], [0.50, 0.25, 1.05], [-2.90, 1.50, 3.01], [-2.44, 2.07, 2.40], [-0.54, 2.71, 0.89], [-3.31, 1.40, -0.32], [1.07, 0.24, -0.98], [1.95, 2.56, 2.23], [0.71, 0.93, -2.46], [0.03, -0.81, 0.49], [3.02, -1.22, -1.63], [0.28, -0.76, -1.99], [-0.21, -0.37, -0.56], [-0.38, -0.58, 1.31], [0.44, 0.52, 0.77], [-0.71, -1.33, -0.42], [1.26, 0.14, 0.24], [1.66, -1.31, -1.37], [1.01, -0.91, -0.13], [-0.11, 0.11, 0.01], [-0.69, 0.40, 1.04], [1.03, -0.54, 1.63], [-1.27, 0.67, 2.39], [0.27, -1.18, -0.73], [0.41, -1.28, -2.40], [-1.44, -1.84, 0.33]], "mulliken_charge": [-0.5718, -0.1641, -0.3972, -0.6231, -0.0611, -0.1621, 0.9390, -0.3449, -1.3501, -1.0901, 0.2320, -0.3996, -0.6778, -0.0938, 0.3621, 0.3939, 0.3833, 0.3518, 0.2096, 0.4670, 0.4257, 0.3729, 0.3135, 0.2080, 0.5409, 0.6796, 0.4692, 0.5870], "e_lumo_ev": -5.85, "homo_ev": -10.81, "charge": 1, "e_tot_ev": -27003.4110}

[5]
{"formula": "C2H10N6S2Ti", "method": "the ωB97M-V functional and the def2-TZVPD basis", "elements": ["Ti", "N", "N", "C", "N", "S", "H", "H", "H", "H", "H", "N", "N", "C", "N", "S", "H", "H", "H", "H", "H"], "positions_angstrom": [[-0.178, 0.193, -1.324], [-2.062, 1.301, -0.804], [-2.799, 0.695, 0.264], [-2.551, -0.537, 0.745], [-3.286, -1.121, 1.637], [-1.100, -1.402, 0.157], [-1.874, 2.297, -0.528], [-2.710, 1.391, -1.628], [-3.639, 1.201, 0.586], [-4.131, -0.717, 2.054], [-3.070, -2.055, 2.002], [1.735, -0.944, -1.639], [2.745, -0.636, -0.672], [2.675, 0.402, 0.183], [3.637, 0.739, 0.981], [1.154, 1.339, 0.258], [1.588, -1.984, -1.617], [2.145, -0.773, -2.594], [3.619, -1.180, -0.732], [4.546, 0.268, 1.034], [3.557, 1.524, 1.637]], "forces_ev_per_angstrom": [[0.31, -0.34, 2.33], [-0.32, 0.06, 0.04], [-0.58, 0.25, 0.30], [0.31, 0.26, -0.36], [-0.02, -0.18, 0.13], [0.23, 0.93, -1.09], [-0.09, -0.65, -0.07], [0.39, -0.15, 0.48], [0.36, -0.07, -0.25], [0.05, 0.10, -0.19], [0.06, 0.19, -0.13], [0.32, -0.05, -0.06], [0.62, -0.29, 0.06], [-0.42, -0.17, -0.34], [0.06, 0.14, 0.18], [-0.53, -0.60, -1.21], [0.10, 0.65, 0.09], [-0.25, -0.01, 0.58], [-0.40, 0.12, -0.12], [-0.11, -0.05, -0.19], [-0.10, -0.16, -0.16]], "mulliken_charge": [0.6263, -0.4850, -0.1943, 0.9664, -0.2808, -0.0105, 0.4213, 0.4243, 0.2938, 0.2902, 0.2614, -0.4853, -0.1942, 0.9661, -0.2807, -0.0105, 0.4214, 0.4244, 0.2937, 0.2903, 0.2616], "e_lumo_ev": -18.67, "homo_ev": -25.44, "charge": 4, "e_tot_ev": -55913.8414}